[1]
# C16H32O2

One molecule with the formula C16H32O2 (the ωB97M-V functional and the def2-TZVPD basis, the OMol25 dataset).

```
50
Properties=species:S:1:pos:R:3:mulliken_charge:R:1
C -1.3997 -0.2364 -6.7773 -1.297
C -0.2164 0.1151 -5.8839 -0.369
C -0.4648 -0.2796 -4.4300 -0.504
C 0.7189 0.0770 -3.5339 -0.802
C 0.5700 -0.4292 -2.0986 -0.815
C -0.6168 0.1525 -1.3277 -0.166
C -0.6150 1.6763 -1.1902 -0.762
C 0.6245 2.2641 -0.5112 -0.943
C 0.9079 1.7193 0.8893 -0.268
C -0.2021 2.0308 1.8904 -0.522
C 0.1513 1.6308 3.3243 -1.320
C 0.4046 0.1362 3.5367 -0.137
C -0.8231 -0.7286 3.2639 -0.177
C -0.5550 -2.2257 3.4146 -0.958
C -0.2363 -2.6486 4.8516 -0.442
C 1.1630 -2.3165 5.3003 0.403
O 1.4574 -1.8584 6.3728 -0.592
O 2.0897 -2.6408 4.3876 -0.433
H -1.2023 0.0512 -7.8074 0.394
H -1.5923 -1.3069 -6.7508 0.318
H -2.2972 0.2800 -6.4430 0.322
H 0.6778 -0.3954 -6.2496 0.318
H -0.0276 1.1900 -5.9381 0.331
H -0.6468 -1.3559 -4.3756 0.286
H -1.3636 0.2284 -4.0761 0.282
H 1.6241 -0.3661 -3.9582 0.471
H 0.8594 1.1593 -3.5333 0.190
H 1.4921 -0.2113 -1.5562 0.282
H 0.4579 -1.5167 -2.1226 0.478
H -1.5447 -0.1449 -1.8208 0.439
H -0.6287 -0.2988 -0.3332 -0.121
H -0.7056 2.1258 -2.1812 0.426
H -1.5042 1.9690 -0.6276 0.409
H 0.4946 3.3480 -0.4481 0.435
H 1.4985 2.0797 -1.1393 0.326
H 1.0626 0.6422 0.8305 -0.025
H 1.8391 2.1653 1.2494 0.415
H -1.1233 1.5312 1.5906 0.248
H -0.3962 3.1066 1.8752 0.349
H 1.0476 2.1771 3.6290 0.399
H -0.6625 1.9436 3.9834 0.401
H 1.2278 -0.1932 2.9002 0.334
H 0.7147 -0.0024 4.5742 0.288
H -1.6292 -0.4340 3.9403 0.256
H -1.1684 -0.5551 2.2432 0.116
H -1.4451 -2.7698 3.0910 0.393
H 0.2714 -2.5189 2.7655 0.380
H -0.3262 -3.7356 4.9292 0.363
H -0.9362 -2.1971 5.5559 0.254
H 2.9748 -2.4333 4.7248 0.346
```

Output
Relative energy (zero: lowest compared OMol25 entry of this formula, charge and spin) ... 7.03 kJ/mol
SMILES ... CCCCCCCCCCCCCCCC(=O)O
Energy ... -779.36179 a.u.
Gap between HOMO and LUMO ... 11.03 eV

=====

[2]
# C16H32O25S6

C16H32O25S6 as an isolated structure at a distorted geometry (the ωB97M-V functional and the def2-TZVPD basis, the OMol25 dataset).

```
79
Properties=species:S:1:pos:R:3:mulliken_charge:R:1
C -2.3215 4.2084 -0.1361 -0.221
C -2.5036 2.7683 0.1699 1.261
C -2.9597 2.1923 -1.1848 0.159
O -3.2015 3.3150 -2.0683 -0.549
C -3.3456 4.4756 -1.2735 -0.662
H -1.2932 4.4670 -0.3892 0.141
H -2.6021 4.7421 0.7719 0.038
H -3.2096 2.5299 0.9654 0.385
H -1.5723 2.2706 0.4403 -1.028
H -3.9221 1.7008 -1.0424 0.509
H -2.2567 1.4448 -1.5524 -0.291
H -4.4081 4.3774 -1.0506 0.330
H -3.2116 5.3781 -1.8698 0.334
C 2.8850 -2.5593 -4.0727 0.512
C 1.6962 -2.0384 -4.9865 -0.412
O 1.2966 -0.7959 -4.4003 -0.411
S 2.0155 -0.4985 -2.9411 0.895
O 1.1789 -1.1600 -1.9302 0.292
O 2.4401 0.8640 -2.8009 -0.664
O 3.2692 -1.4469 -3.2989 -0.468
H 3.6277 -2.7473 -4.8480 0.506
H 2.6414 -3.3845 -3.4035 -0.411
H 0.7971 -2.6489 -5.0700 0.310
H 1.8999 -1.8814 -6.0457 0.226
C -2.4863 3.9446 3.4771 -0.336
C -1.4149 5.0742 3.4419 -0.586
O -0.5952 4.7945 2.3477 -0.369
S -0.1990 3.1897 2.3316 0.925
O 0.7928 2.9925 3.3715 -0.621
O -0.0562 2.6552 0.9896 -0.373
O -1.7686 2.8748 2.8831 -0.368
H -3.3319 4.1825 2.8318 0.258
H -2.9527 3.5781 4.3916 0.381
H -0.7850 5.0196 4.3298 0.357
H -1.8443 6.0748 3.3915 0.353
C 2.7025 0.4625 1.5586 -0.389
C 3.5559 -0.1453 2.7371 -0.633
O 2.9499 -1.3561 3.2561 -0.498
S 1.4122 -1.5526 2.6354 1.515
O 0.4519 -1.5127 3.7448 -0.616
O 1.4044 -2.6773 1.7568 -0.242
O 1.4560 -0.0939 1.7406 0.391
H 2.9510 0.0595 0.5769 0.306
H 2.5801 1.5384 1.4342 0.561
H 3.6045 0.4825 3.6268 0.279
H 4.5642 -0.4596 2.4676 0.340
C 0.5257 1.5928 -0.5963 0.092
C 1.2449 0.1810 -0.5520 -0.003
O 0.2045 -0.6810 -0.5959 -1.106
S -1.1318 -0.0911 -1.3439 1.626
O -2.3600 -0.6110 -0.7494 -0.565
O -1.0080 -0.1995 -2.7967 -0.837
O -0.7994 1.4386 -0.8942 -0.434
H 1.1736 2.3044 -1.1081 0.176
H 0.3776 2.0126 0.3987 0.279
H 1.7940 0.0466 0.3799 0.267
H 1.8964 -0.0571 -1.3929 -0.595
C 0.9651 -3.7072 0.1871 0.776
C 1.4819 -2.5398 -0.6029 0.847
O 2.5609 -2.9250 -1.4787 -0.656
S 2.7448 -4.5446 -1.4471 1.182
O 4.2119 -4.8224 -1.4011 -0.660
O 1.8721 -5.2025 -2.3826 -0.596
O 2.0353 -4.5643 0.0321 -0.594
H 0.0216 -4.0231 -0.2582 0.143
H 0.8668 -3.3891 1.2250 0.269
H 1.9163 -1.8412 0.1122 -0.718
H 0.6038 -2.0290 -0.9979 0.466
C -1.3405 -1.7451 1.0472 -1.066
C -2.3685 -2.6691 1.8557 -0.523
O -2.0145 -3.9346 1.3601 -0.419
S -1.9527 -3.9230 -0.3146 1.086
O -3.2949 -3.9883 -0.8727 -0.675
O -0.9411 -4.8663 -0.7271 -0.590
O -1.3183 -2.3399 -0.3055 0.005
H -0.3285 -1.5924 1.4223 0.662
H -1.8600 -0.7892 0.9804 -0.011
H -3.4213 -2.6384 1.5750 0.426
H -2.2891 -2.5607 2.9374 0.331
```

Output
Relative energy (zero: lowest compared OMol25 entry of this formula, charge and spin) ... 2763.97 kJ/mol
Energy ... -4897.55438 a.u.
Gap between HOMO and LUMO ... 7.63 eV

=====

[3]
# C16H33As3NOOsS

C16H33As3NOOsS as an isolated structure at a distorted geometry (the ωB97M-V functional and the def2-TZVPD basis, the OMol25 dataset).

```
56
Properties=species:S:1:pos:R:3:mulliken_charge:R:1
Os 0.8679 -1.6460 0.4062 0.701
C 3.5261 0.3635 -1.0807 -1.227
As 1.8967 0.5193 -0.0230 0.769
C 2.5829 1.5382 1.4985 -1.309
C 0.9014 1.8072 -1.1520 -1.780
C -0.5779 2.1186 -0.8486 1.895
C -0.9660 3.2817 -1.7777 -2.128
C -1.4871 0.9242 -1.1871 -1.843
As -1.2884 -0.8547 -0.2932 0.612
C -2.2374 -1.9325 -1.6084 -1.229
C -2.5954 -0.8393 1.1621 -1.278
C -0.7425 2.5553 0.6123 -1.224
As -2.2752 3.8460 0.9512 0.598
C -1.5141 5.2192 2.1120 -1.033
C -3.5701 2.9075 2.0818 -0.986
H 3.9574 1.3604 -1.2132 0.457
H 3.3146 -0.0667 -2.0613 0.389
H 4.2603 -0.2604 -0.5662 0.420
H 2.8073 2.5592 1.1811 0.458
H 3.5208 1.0785 1.8178 0.453
H 1.8965 1.5536 2.3447 0.366
H 0.9664 1.4257 -2.1779 0.534
H 1.4745 2.7431 -1.1185 0.644
H -0.6886 3.0781 -2.8092 0.489
H -0.4661 4.2014 -1.4677 0.481
H -2.0482 3.4447 -1.7584 0.583
H -1.3876 0.7102 -2.2595 0.591
H -2.5357 1.2156 -1.0158 0.564
H -3.2653 -1.5559 -1.6775 0.471
H -2.2688 -2.9782 -1.2991 0.405
H -1.7636 -1.8771 -2.5897 0.410
H -3.4833 -0.2859 0.8446 0.410
H -2.1975 -0.4128 2.0818 0.375
H -2.8857 -1.8739 1.3600 0.485
H 0.1442 3.1171 0.9188 0.652
H -0.8622 1.6778 1.2608 0.351
H -0.6286 5.6684 1.6670 0.374
H -1.2663 4.7657 3.0734 0.403
H -2.2562 6.0002 2.2767 0.431
H -4.0833 2.1216 1.5324 0.289
H -4.3137 3.6277 2.4222 0.431
H -3.0542 2.4926 2.9488 0.406
S -0.1508 -3.5109 1.3607 -0.299
C 0.6954 -4.3753 0.0930 0.750
C 0.8340 -5.7602 0.0817 -0.607
C 1.5509 -6.3310 -0.9601 -0.295
C 2.0883 -5.5150 -1.9477 -0.622
C 1.8887 -4.1416 -1.8666 -0.403
N 1.2186 -3.5879 -0.8647 -0.352
H 0.3993 -6.3580 0.8697 0.469
H 1.6910 -7.4004 -1.0027 0.453
H 2.6531 -5.9212 -2.7734 0.459
H 2.2718 -3.4733 -2.6261 0.463
O 2.8867 -2.1339 1.4843 -0.431
H 2.9164 -2.2116 2.4473 0.288
H 3.6475 -2.6167 1.1369 0.270
```

Output
Relative energy (zero: lowest compared OMol25 entry of this formula, charge and spin) ... 67.79 kJ/mol
Net charge ... +3
Spin multiplicity ... 5
Energy ... -7954.57755 a.u.
Expectation value of S² ... 6.0245
Gap between HOMO and LUMO (spin up / spin down) ... 8.71 / 5.72 eV

=====

[4]
# C16H33BaFN2O14S3

C16H33BaFN2O14S3 as an isolated structure at a distorted geometry (the ωB97M-V functional and the def2-TZVPD basis, the OMol25 dataset).

```
70
Properties=species:S:1:pos:R:3:mulliken_charge:R:1
Ba -3.2305 -14.7334 9.5991 1.329
N -4.7560 -18.5815 4.7983 1.013
O -4.4961 -18.3324 5.9411 -0.670
O -5.4560 -17.8279 4.1835 -0.657
O -4.2375 -19.5977 4.2555 -0.689
F -0.0456 -14.0363 6.6788 -0.954
O -4.8273 -10.2699 10.9221 -0.763
C -5.2296 -9.4230 9.8783 -0.344
C -6.1094 -10.0506 8.6505 -0.349
O -5.6925 -11.1702 7.8713 -0.721
H -4.3426 -8.9289 9.4817 0.214
H -5.7786 -8.5468 10.2231 0.212
H -6.3294 -9.2982 7.8932 0.228
H -7.0685 -10.3432 9.0778 0.159
O 0.6877 -12.4767 12.9364 -0.552
S 1.7441 -11.6416 13.5190 1.098
O 2.7439 -12.1757 14.3981 -0.584
O 2.6113 -10.8023 12.3316 -0.323
C 1.9638 -10.1106 11.2284 -0.236
C 2.6189 -8.7628 11.0483 -1.052
C 0.9391 -10.2342 14.4442 -0.866
H 0.8884 -10.0216 11.3819 0.292
H 1.9529 -10.7094 10.3177 0.339
H 2.2476 -8.1764 10.2078 0.359
H 3.6727 -8.9332 10.8279 0.279
H 2.6565 -8.1743 11.9649 0.270
H 0.2466 -9.7422 13.7611 0.326
H 1.7372 -9.5286 14.6749 0.292
H 0.4822 -10.7025 15.3160 0.353
O -11.3583 -15.1832 10.6739 -0.593
S -10.6834 -16.1232 9.8340 1.085
O -9.2539 -16.3152 9.9464 -0.565
O -11.4304 -17.6030 10.1431 -0.320
C -12.8586 -17.6061 10.2207 -0.410
C -13.3178 -18.7963 9.3271 -1.006
C -11.0923 -15.8158 8.0637 -0.823
H -13.3483 -16.6377 10.1183 0.398
H -13.2087 -17.7845 11.2374 0.320
H -14.3980 -18.7804 9.1820 0.354
H -13.0614 -19.7667 9.7521 0.280
H -12.9829 -18.6048 8.3076 0.291
H -12.1818 -15.8032 8.0318 0.263
H -10.6524 -16.7073 7.6167 0.318
H -10.6410 -14.8631 7.7865 0.402
O -5.2426 -15.2238 17.0089 -0.586
S -6.1536 -15.5845 15.9314 1.124
O -5.7221 -16.0846 14.6159 -0.559
O -7.2307 -16.6808 16.6110 -0.372
C -8.3002 -17.2232 15.8515 -0.238
C -9.5307 -16.7686 16.5599 -1.058
C -7.3641 -14.2455 15.6781 -0.884
H -8.1815 -18.3043 15.9234 0.268
H -8.1675 -16.8297 14.8437 0.373
H -10.3964 -17.3007 16.1655 0.361
H -9.7190 -15.7078 16.3944 0.277
H -9.5795 -16.8764 17.6435 0.300
H -8.0869 -14.2847 16.4931 0.227
H -7.6997 -14.3199 14.6437 0.338
H -6.7566 -13.3498 15.8075 0.426
N 0.1353 -19.2075 10.5667 -0.448
C 0.8333 -19.6098 9.4603 -0.242
C 1.6401 -20.7471 9.5567 -0.292
C 1.8835 -21.4179 10.7902 -0.266
C 1.2266 -20.9238 11.8956 -0.268
C 0.4671 -19.7871 11.7540 -0.194
H 0.5719 -19.1847 8.5025 0.369
H 2.1336 -21.0987 8.6627 0.317
H 2.5139 -22.2870 10.9075 0.363
H 1.2929 -21.4450 12.8392 0.332
H -0.0762 -19.4218 12.6130 0.333
```

Output
Relative energy (zero: lowest compared OMol25 entry of this formula, charge and spin) ... 407.28 kJ/mol
Net charge ... -2
Energy ... -3111.74343 a.u.
Gap between HOMO and LUMO ... 2.91 eV

=====

Which of these has the lowest energy?
C16H33As3NOOsS

=====

Look up the relative energy (zero: lowest compared OMol25 entry of this formula, charge and spin) of the second one.
2763.97 kJ/mol

=====

Among the records above, which one has the highest energy?
C16H32O2